83
Properties=species:S:1:pos:R:3 method="wB97M-V/def2-TZVPD" e_lumo_ev="0.216 / 0.216" orbital_gap_ev="4.087 / 4.086" de_lowest_kj_mol=248.67 total_charge=-1 max_force_ev_per_a=3.0
Tl 0.24 0.01 -0.09
C -5.56 1.87 3.36
C -6.08 2.08 2.11
C -5.39 1.61 0.92
C -4.20 0.99 1.06
C -3.16 0.44 0.14
N -2.07 0.03 0.85
C -2.37 0.12 2.16
N -1.71 -0.42 3.18
C -0.71 -1.25 3.10
C -0.42 -2.32 4.13
C -1.01 -2.70 5.34
C -0.47 -3.80 6.01
C 0.70 -4.46 5.63
C 1.23 -4.12 4.40
C 0.66 -3.08 3.63
C 0.85 -2.55 2.31
N 1.56 -3.26 1.42
C 1.57 -3.10 0.15
N 0.99 -2.10 -0.64
C 0.89 -2.65 -1.89
N 0.11 -2.26 -2.92
C -0.83 -1.34 -2.88
N -1.24 -0.72 -1.77
C -2.48 -0.13 -1.98
N -3.36 0.39 -1.18
C -2.86 -0.37 -3.40
C -4.08 -0.16 -4.01
C -4.30 -0.79 -5.21
C -3.37 -1.67 -5.76
C -2.14 -1.84 -5.13
C -1.82 -1.13 -3.97
C 1.63 -3.95 -1.97
C 1.96 -4.79 -3.03
C 2.65 -5.92 -2.72
C 3.10 -6.20 -1.42
C 2.80 -5.37 -0.38
C 2.06 -4.23 -0.67
N 0.08 -1.44 2.04
C -3.65 0.79 2.38
C -4.37 1.18 3.47
H -6.02 2.29 4.27
H -7.04 2.54 2.02
H -5.83 1.85 -0.05
H -1.96 -2.24 5.70
H -0.94 -4.19 6.91
H 1.05 -5.28 6.22
H 2.06 -4.70 3.95
H -4.91 0.29 -3.47
H -5.20 -0.60 -5.79
H -3.57 -2.15 -6.70
H -1.43 -2.59 -5.57
H 1.69 -4.54 -4.03
H 2.82 -6.72 -3.47
H 3.76 -7.03 -1.28
H 3.15 -5.60 0.64
H -3.97 1.18 4.46
Cl 8.54 1.77 -2.68
C 6.86 1.92 -2.40
C 6.29 1.91 -1.09
C 4.90 1.83 -0.99
Cl 4.19 1.95 0.55
C 4.03 1.51 -2.07
O 2.93 0.94 -1.89
C 4.65 1.76 -3.40
Cl 3.62 1.46 -4.76
C 5.99 1.96 -3.51
H 6.91 1.80 -0.21
H 6.43 2.25 -4.50
N 1.00 9.96 1.85
C 0.78 8.84 1.64
C 0.46 7.44 1.46
C -0.16 7.04 0.30
C -0.19 5.66 0.00
C 0.26 4.67 0.88
C 0.80 5.12 2.09
C 0.71 6.49 2.44
C 0.47 3.33 0.47
C 0.61 2.13 0.25
H -0.60 7.80 -0.32
H -0.66 5.34 -0.93
H 1.25 4.37 2.76
H 0.85 6.85 3.46

91
Properties=species:S:1:pos:R:3 method="wB97M-V/def2-TZVPD" e_lumo_ev=-4.702 orbital_gap_ev=6.190 de_lowest_kj_mol=74.16 total_charge=+1 max_force_ev_per_a=0.8
W 0.05 0.31 0.76
C -2.78 -4.42 4.59
C -1.45 -4.68 4.90
C -0.42 -4.00 4.27
C -0.77 -3.04 3.34
C 0.02 -2.19 2.44
N -0.83 -1.26 1.87
C -2.10 -1.79 1.92
N -3.03 -1.67 1.05
C -2.75 -0.92 -0.17
C -3.35 -1.67 -1.35
C -4.63 -1.79 -1.87
C -4.81 -2.67 -2.94
C -3.77 -3.42 -3.46
C -2.49 -3.30 -2.94
C -2.32 -2.41 -1.90
C -1.06 -1.99 -1.28
N 0.01 -2.76 -1.65
C 1.23 -2.80 -1.23
N 1.88 -2.06 -0.29
C 3.27 -2.06 -0.49
N 3.91 -1.00 -0.18
C 2.94 -0.01 0.07
N 2.05 -0.17 1.04
C 1.41 -1.42 0.90
N 1.22 -2.30 2.00
C 1.10 0.62 -1.14
C 0.54 0.79 -2.42
C 1.34 1.10 -3.51
C 2.72 1.28 -3.38
C 3.32 1.08 -2.17
C 2.51 0.75 -1.06
C 3.55 -3.21 -1.36
C 4.73 -3.77 -1.81
C 4.62 -4.80 -2.74
C 3.38 -5.21 -3.23
C 2.20 -4.61 -2.80
C 2.30 -3.62 -1.85
N -1.24 -0.93 -0.51
C -2.10 -2.79 3.02
C -3.13 -3.48 3.63
H -3.56 -4.97 5.10
H -1.22 -5.42 5.65
H 0.62 -4.21 4.49
H -5.47 -1.24 -1.49
H -5.80 -2.76 -3.36
H -3.97 -4.10 -4.28
H -1.66 -3.86 -3.34
H -0.53 0.68 -2.56
H 0.88 1.21 -4.48
H 3.31 1.56 -4.24
H 4.40 1.15 -2.05
H 5.69 -3.43 -1.45
H 5.52 -5.28 -3.10
H 3.34 -6.01 -3.95
H 1.24 -4.92 -3.19
H -4.17 -3.30 3.36
Se -0.31 2.66 0.16
C 0.42 3.53 -1.36
C 1.76 3.90 -1.39
C 2.25 4.60 -2.49
C 1.41 4.93 -3.53
C 0.06 4.58 -3.49
C -0.44 3.89 -2.39
H 2.42 3.64 -0.57
H 3.29 4.89 -2.52
H 1.79 5.47 -4.38
H -0.60 4.85 -4.30
H -1.49 3.63 -2.34
O 2.03 7.34 4.68
C 0.96 6.93 3.96
O 0.19 7.73 3.52
C 0.81 5.46 3.76
C 1.89 4.58 3.73
C 1.68 3.23 3.50
C 0.39 2.75 3.29
S 0.08 1.02 3.04
C -0.69 3.62 3.34
C -0.48 4.97 3.56
H 2.49 6.58 5.07
H 2.90 4.94 3.86
H 2.52 2.54 3.46
H -1.69 3.24 3.20
H -1.31 5.67 3.57
F -3.09 1.27 -0.99
C -3.20 0.50 0.10
F -2.31 0.97 1.05
C -4.61 0.75 0.77
F -5.49 -0.19 0.47
F -5.08 1.92 0.35
F -4.48 0.80 2.09

95
Properties=species:S:1:pos:R:3 method="wB97M-V/def2-TZVPD" e_lumo_ev="-4.329 / -3.823" spin_multiplicity=3 orbital_gap_ev="6.527 / 7.128" de_lowest_kj_mol=342.76 total_charge=+1 max_force_ev_per_a=0.8
Mo 0.26 -0.79 -0.46
C -1.03 1.63 -2.87
N -1.60 1.51 -1.50
P -0.28 1.62 -0.08
C -1.41 2.30 1.19
C -1.10 2.27 2.55
C -1.95 2.84 3.48
C -3.13 3.44 3.08
C -3.45 3.47 1.73
C -2.61 2.91 0.79
C 0.61 3.05 -0.74
C -0.16 4.13 -1.20
C 0.46 5.29 -1.65
C 1.85 5.38 -1.65
C 2.61 4.33 -1.18
C 1.99 3.17 -0.71
P -1.99 -0.09 -1.13
C -2.66 -0.95 -2.57
C -3.52 -0.33 -3.46
C -4.06 -1.04 -4.52
C -3.73 -2.38 -4.69
C -2.87 -3.01 -3.80
C -2.33 -2.29 -2.74
C -3.29 -0.18 0.13
C -4.63 -0.08 -0.26
C -5.63 -0.06 0.69
C -5.31 -0.13 2.04
C -3.99 -0.26 2.43
C -2.99 -0.29 1.48
H -0.69 2.65 -3.04
H -1.80 1.41 -3.61
H -0.18 0.97 -3.06
H -0.21 1.79 2.91
H -1.69 2.80 4.53
H -3.80 3.88 3.81
H -4.38 3.94 1.40
H -2.89 2.90 -0.25
H -1.24 4.06 -1.22
H -0.14 6.12 -2.00
H 2.33 6.28 -2.01
H 3.69 4.40 -1.14
H 2.59 2.40 -0.28
H -3.77 0.72 -3.34
H -4.73 -0.55 -5.22
H -4.15 -2.94 -5.52
H -2.62 -4.05 -3.94
H -1.66 -2.79 -2.05
H -4.90 -0.03 -1.31
H -6.67 0.03 0.38
H -6.10 -0.10 2.78
H -3.73 -0.33 3.48
H -1.97 -0.40 1.80
I -2.72 -3.76 2.58
C -0.83 -4.14 1.84
C -0.19 -5.37 2.17
C 1.05 -5.69 1.69
I 1.91 -7.50 2.24
C 1.73 -4.79 0.82
C 2.99 -5.00 0.22
C 3.51 -4.05 -0.61
C 2.79 -2.88 -0.87
N 1.62 -2.64 -0.32
C 1.08 -3.58 0.51
C -0.19 -3.25 1.03
O -0.70 -2.05 0.69
H -0.71 -6.05 2.83
H 3.52 -5.92 0.43
H 4.47 -4.19 -1.08
H 3.19 -2.12 -1.53
Cl 3.21 -3.08 5.88
C 2.81 -1.80 4.77
C 3.52 -0.61 4.83
C 3.20 0.40 3.94
C 2.18 0.22 3.00
C 1.48 -0.98 2.98
C 1.79 -2.00 3.86
C 1.91 1.35 2.05
O 2.45 2.42 2.12
O 1.01 1.02 1.08
H 4.30 -0.48 5.56
H 3.74 1.34 3.95
H 0.65 -1.11 2.30
H 1.24 -2.93 3.85
F 6.39 1.92 -3.42
C 5.25 1.41 -2.98
C 4.14 1.41 -3.80
F 4.21 1.92 -5.02
C 2.95 0.88 -3.34
F 1.88 0.90 -4.13
C 2.84 0.34 -2.06
O 1.67 -0.12 -1.59
C 3.98 0.34 -1.27
F 3.91 -0.15 -0.03
C 5.18 0.87 -1.71
F 6.25 0.87 -0.92

112
Properties=species:S:1:pos:R:3 method="wB97M-V/def2-TZVPD" e_lumo_ev=-1.737 orbital_gap_ev=7.663 max_force_ev_per_a=1.4
O 2.81 -3.00 2.54
C 2.51 -1.86 2.63
O 2.07 -1.28 3.76
C 2.70 -0.89 1.48
N 1.72 0.21 1.48
C 2.18 1.36 0.71
O 2.88 1.25 -0.23
O 1.77 2.45 1.30
C 1.67 3.64 0.50
C 2.61 4.72 0.99
S 4.33 4.22 1.22
C 4.99 4.49 -0.36
N 5.34 5.60 -0.92
N 5.83 5.28 -2.17
C 5.76 4.00 -2.26
O 5.24 3.42 -1.16
S 0.13 -0.15 1.19
O -0.38 -0.92 2.27
O -0.52 1.06 0.81
C 0.01 -1.19 -0.38
F -1.19 -0.88 -0.89
F 0.99 -0.76 -1.21
C 0.07 -2.73 -0.24
F 1.36 -3.11 -0.03
F -0.67 -3.13 0.80
C -0.46 -3.46 -1.52
F -1.80 -3.58 -1.40
F -0.15 -2.77 -2.63
C 0.11 -4.90 -1.67
F 1.35 -4.89 -2.14
F 0.07 -5.57 -0.53
F -0.66 -5.53 -2.56
H 1.33 -1.81 4.10
H 2.75 -1.40 0.53
H 3.67 -0.43 1.63
H 0.66 4.01 0.69
H 1.76 3.42 -0.56
H 2.27 4.97 2.00
H 2.53 5.61 0.38
H 6.07 3.37 -3.09
O 0.57 4.77 3.37
C 0.08 3.84 3.97
C 0.32 3.65 5.42
C -0.20 2.63 6.08
C -1.05 1.61 5.39
O -1.52 0.68 6.00
C -1.29 1.80 3.94
C -0.77 2.83 3.28
H 0.94 4.40 5.90
H -0.03 2.47 7.14
H -1.90 1.05 3.46
H -0.93 2.97 2.22
O 3.11 7.62 0.23
C 2.76 8.74 -0.09
C 2.08 9.64 0.87
C 1.70 10.86 0.51
C 1.95 11.37 -0.87
O 1.61 12.49 -1.19
C 2.64 10.47 -1.82
C 3.02 9.24 -1.46
H 1.90 9.24 1.86
H 1.19 11.54 1.18
H 2.81 10.86 -2.81
H 3.53 8.57 -2.13
O 7.33 2.84 -4.71
C 8.44 3.04 -5.15
C 9.50 3.66 -4.32
C 10.72 3.87 -4.80
C 11.07 3.51 -6.20
O 12.18 3.70 -6.64
C 10.01 2.89 -7.03
C 8.79 2.67 -6.55
H 9.22 3.92 -3.30
H 11.51 4.33 -4.22
H 10.28 2.63 -8.05
H 8.00 2.22 -7.13
O -4.77 -7.24 -2.81
C -5.28 -6.27 -2.28
C -6.72 -5.96 -2.45
C -7.27 -4.90 -1.87
C -6.46 -3.98 -1.04
O -6.96 -3.01 -0.50
C -5.02 -4.28 -0.87
C -4.47 -5.35 -1.44
H -7.29 -6.65 -3.06
H -8.32 -4.66 -1.98
H -4.45 -3.60 -0.25
H -3.42 -5.60 -1.34
O 0.31 -4.08 4.78
C 0.54 -5.20 4.38
C 0.76 -6.33 5.32
C 1.03 -7.55 4.87
C 1.13 -7.84 3.42
O 1.39 -8.95 3.01
C 0.92 -6.71 2.48
C 0.64 -5.49 2.93
H 0.68 -6.10 6.38
H 1.19 -8.39 5.54
H 1.01 -6.93 1.43
H 0.49 -4.64 2.28
O -15.26 -4.80 -0.47
C -14.11 -4.96 -0.80
C -12.99 -4.45 0.03
C -11.72 -4.63 -0.33
C -11.38 -5.34 -1.59
O -10.22 -5.50 -1.92
C -12.50 -5.84 -2.42
C -13.76 -5.67 -2.06
H -13.26 -3.94 0.95
H -10.89 -4.27 0.25
H -12.22 -6.36 -3.34
H -14.60 -6.03 -2.65

93
Properties=species:S:1:pos:R:3 method="wB97M-V/def2-TZVPD" e_lumo_ev=-6.406 orbital_gap_ev=7.228 de_lowest_kj_mol=0.00 total_charge=+2 max_force_ev_per_a=2.1
Ta 0.47 0.19 -0.81
O 0.48 2.03 0.00
C 1.57 2.64 0.47
C 1.50 3.63 1.43
C 2.62 4.19 2.04
C 3.87 3.85 1.55
C 3.96 2.99 0.49
C 2.82 2.36 -0.10
C 2.92 1.78 -1.39
N 1.97 1.09 -1.99
C 2.00 0.87 -3.45
C 0.56 1.03 -3.86
N -0.12 0.04 -2.97
C -0.80 -0.91 -3.54
C -1.26 -2.13 -2.96
C -1.92 -3.05 -3.81
C -2.16 -4.34 -3.39
C -1.74 -4.74 -2.11
C -1.13 -3.77 -1.30
C -0.93 -2.49 -1.68
O -0.29 -1.60 -0.88
H 0.52 3.91 1.80
H 2.53 4.93 2.85
H 4.72 4.38 1.94
H 4.93 2.78 0.06
H 3.77 2.05 -2.03
H 2.36 -0.14 -3.65
H 2.67 1.58 -3.91
H 0.38 0.86 -4.93
H 0.24 2.02 -3.59
H -0.86 -0.87 -4.62
H -2.20 -2.71 -4.81
H -2.59 -5.05 -4.06
H -1.78 -5.76 -1.77
H -0.79 -4.04 -0.32
F -6.26 -3.42 0.79
C -5.33 -2.50 0.64
C -5.62 -1.32 -0.01
F -6.81 -1.11 -0.56
C -4.61 -0.36 -0.12
F -5.00 0.80 -0.69
C -3.32 -0.52 0.34
P -2.02 0.75 0.20
C -2.41 1.79 -1.26
C -2.18 3.14 -1.26
C -2.48 3.88 -2.39
C -3.01 3.26 -3.53
C -3.21 1.88 -3.55
C -2.92 1.16 -2.40
C -2.12 1.73 1.71
C -1.07 1.75 2.59
C -1.20 2.47 3.80
C -2.40 3.12 4.08
C -3.46 3.10 3.16
C -3.33 2.39 1.98
C -3.05 -1.74 1.02
Br -1.53 -1.98 2.11
C -4.04 -2.72 1.17
F -3.84 -3.84 1.82
H -1.86 3.64 -0.36
H -2.31 4.96 -2.44
H -3.31 3.85 -4.38
H -3.59 1.37 -4.41
H -3.06 0.09 -2.36
H -0.16 1.20 2.39
H -0.38 2.57 4.48
H -2.53 3.71 4.98
H -4.34 3.66 3.35
H -4.17 2.33 1.27
N 1.71 -0.43 0.44
C 2.52 -1.19 1.11
C 2.63 -0.95 2.58
C 3.90 -0.99 3.15
C 4.09 -0.58 4.45
C 3.00 -0.23 5.24
C 1.71 -0.33 4.71
C 1.53 -0.63 3.37
C 3.29 -2.24 0.47
C 3.51 -2.19 -0.93
C 3.96 -3.31 -1.62
C 4.37 -4.45 -0.89
C 4.21 -4.51 0.49
C 3.67 -3.42 1.18
H 4.73 -1.26 2.51
H 5.11 -0.52 4.79
H 3.12 0.08 6.26
H 0.84 -0.14 5.33
H 0.55 -0.58 2.90
H 3.30 -1.27 -1.44
H 4.13 -3.29 -2.69
H 4.73 -5.29 -1.46
H 4.56 -5.42 0.97
H 3.47 -3.50 2.20